## 1
Computed, not measured: a 2-piece molecular cluster, C4H14NO2 overall, with ωB97M-V with the def2-TZVPD basis set.

Element x y z (Å)
C 0.411 -0.555 -1.490
O 1.541 -1.344 -1.463
C 0.053 -0.023 -0.164
C -0.239 1.544 -0.173
C -0.959 2.206 0.989
N -1.296 -0.705 0.175
H 0.884 0.320 -2.135
H -0.191 -0.898 -2.291
H 1.462 -2.284 -1.821
H 0.788 -0.144 0.665
H 0.763 1.939 -0.369
H -0.899 1.834 -1.060
H -2.018 2.352 0.671
H -1.023 1.813 2.019
H -0.449 3.246 1.066
H -1.728 -1.217 -0.633
H -2.046 0.046 0.349
H -1.241 -1.197 1.042
H 2.342 -2.134 0.867
H 2.145 -2.782 2.156
O 1.698 -2.018 1.601

gap between HOMO and LUMO: 10.82 eV
highest occupied orbital energy: -0.522 hartree
total charge: +1

## 2
Computed, not measured: a 2-piece molecular cluster, C4H14NO2 overall, with ωB97M-V with the def2-TZVPD basis set.

Element x y z (Å)
C -1.284 1.354 1.342
C -0.386 0.396 0.607
C 0.504 1.101 -0.417
C 1.213 0.112 -1.341
O 0.242 -0.435 -2.235
N -1.303 -0.612 -0.112
H -2.299 1.094 1.619
H -1.465 2.254 0.799
H -0.835 1.723 2.252
H 0.276 -0.204 1.194
H -0.074 1.733 -1.086
H 1.364 1.567 0.054
H 1.985 0.623 -1.906
H 1.604 -0.678 -0.708
H 0.537 -0.509 -3.147
H -1.294 -0.418 -1.120
H -1.074 -1.582 0.113
H -2.266 -0.482 0.200
H 1.487 -2.693 2.006
H 1.909 -2.147 0.639
O 1.159 -2.200 1.250

gap between HOMO and LUMO: 11.91 eV
highest occupied orbital energy: -0.543 hartree
total charge: +1

## 3
Computed, not measured: a 2-piece molecular cluster, C4H14NO2 overall, with ωB97M-V with the def2-TZVPD basis set.

Element x y z (Å)
C 1.465 1.466 -0.560
O 1.680 2.001 0.753
C 0.358 0.406 -0.408
C 0.986 -0.857 0.190
C 0.111 -2.099 0.197
N -0.684 1.055 0.496
H 1.176 2.292 -1.234
H 2.379 1.039 -0.980
H 2.300 2.736 0.688
H -0.046 0.282 -1.408
H 1.875 -1.025 -0.413
H 1.261 -0.588 1.207
H 0.681 -2.975 0.528
H -0.828 -2.015 0.746
H -0.155 -2.330 -0.834
H -0.345 1.982 0.762
H -0.714 0.454 1.318
H -1.600 1.050 0.052
H -3.806 -0.838 0.250
H -3.128 -1.150 -1.133
O -2.967 -0.886 -0.216

gap between HOMO and LUMO: 11.87 eV
highest occupied orbital energy: -0.548 hartree
total charge: +1

## 4
Computed, not measured: a 2-piece molecular cluster, C4H14NO2 overall, with ωB97M-V with the def2-TZVPD basis set.

Element x y z (Å)
C 0.909 0.222 -1.235
C 0.557 -0.258 0.154
C 0.762 0.787 1.254
C 0.725 2.241 0.601
O -0.128 0.441 2.303
N -1.088 -0.640 0.110
H 1.956 0.524 -1.085
H 0.379 1.150 -1.693
H 0.870 -0.616 -1.947
H 0.917 -1.235 0.417
H 1.788 0.838 1.595
H 1.513 2.512 -0.077
H 0.726 2.922 1.361
H -0.281 2.390 0.024
H 0.430 -0.013 3.018
H -1.428 -1.239 -0.642
H -1.476 0.280 0.024
H -1.029 -0.817 1.081
H -2.694 -2.808 -1.775
H -1.629 -3.795 -1.823
O -1.776 -2.886 -1.665

gap between HOMO and LUMO: 12.13 eV
highest occupied orbital energy: -0.554 hartree
total charge: +1

Stability, lowest: 1

## 1
Computed, not measured: a 3-piece molecular cluster, C4H14NO2 overall, with ωB97M-V with the def2-TZVPD basis set.

Element x y z (Å)
C -1.721 -0.839 -2.431
C -0.582 0.115 -1.791
C -0.233 -0.706 -0.554
C 1.174 -0.199 1.621
N 0.793 0.014 0.383
H -1.599 -0.928 -3.507
H -1.738 -1.731 -1.964
H -2.781 -0.579 -2.266
H 0.329 0.315 -2.522
H -1.187 1.053 -1.546
H -1.024 -0.932 0.225
H 0.201 -1.751 -0.739
H 0.821 -1.120 2.059
H 1.710 0.588 2.110
H 1.128 1.069 0.154
H 1.571 3.351 0.403
H 2.222 3.202 -0.772
O 1.791 2.647 -0.167
H -0.950 -1.063 3.465
H -1.775 -2.042 2.579
O -1.079 -1.367 2.489

gap between HOMO and LUMO: 11.09 eV
highest occupied orbital energy: -0.553 hartree
total charge: +1

## 2
Computed, not measured: a 2-piece molecular cluster, C4H14NO2 overall, with ωB97M-V with the def2-TZVPD basis set.

Element x y z (Å)
O 1.742 -1.755 -0.371
C 1.890 -0.836 -1.513
C 0.860 0.247 -1.220
N -0.278 -0.414 -0.413
C -1.608 0.246 -0.340
C -1.456 1.534 0.634
H 2.591 -2.025 0.054
H 2.877 -0.394 -1.519
H 1.694 -1.268 -2.461
H 1.116 1.333 -0.741
H 0.419 0.527 -2.203
H -0.024 -0.442 0.605
H -0.413 -1.436 -0.713
H -2.013 0.684 -1.348
H -2.301 -0.477 0.022
H -2.378 1.384 1.267
H -0.610 1.702 1.280
H -1.524 2.409 0.018
H 0.587 -0.352 3.060
H -0.885 -0.537 3.250
O -0.287 -0.130 2.652

gap between HOMO and LUMO: 12.19 eV
highest occupied orbital energy: -0.555 hartree
total charge: +1

Stability, lowest: 1

## 1
Computed, not measured: a 3-piece molecular cluster, C4H14NO2 overall, with ωB97M-V with the def2-TZVPD basis set.

Element x y z (Å)
C 1.615 2.490 -0.526
C 1.534 1.046 -0.040
C 0.130 0.449 -0.430
C -1.232 -0.661 1.245
N -0.275 -0.733 0.376
H 2.783 2.862 -0.639
H 1.027 2.653 -1.450
H 1.267 3.196 0.294
H 2.347 0.400 -0.584
H 1.621 0.961 1.105
H -0.608 1.240 -0.344
H -0.007 0.248 -1.652
H -1.812 0.245 1.471
H -1.602 -1.557 1.757
H 0.369 -1.538 0.476
H 0.834 -3.383 2.074
H 1.485 -3.734 0.650
O 0.891 -3.133 1.141
H -3.525 -1.082 -1.793
H -3.703 0.370 -1.702
O -3.139 -0.339 -1.430

gap between HOMO and LUMO: 10.36 eV
highest occupied orbital energy: -0.545 hartree
total charge: +1

## 2
Computed, not measured: a 3-piece molecular cluster, C4H14NO2 overall, with ωB97M-V with the def2-TZVPD basis set.

Element x y z (Å)
C -0.977 -1.017 2.082
C 0.474 -0.673 2.191
C 0.958 0.319 1.189
C 1.861 -0.081 0.290
N -1.388 -1.165 0.537
H -1.248 -2.026 2.677
H -1.836 -0.316 2.550
H 0.834 -0.356 3.240
H 1.147 -1.571 2.033
H 0.616 1.344 1.243
H 2.277 0.511 -0.550
H 2.304 -1.016 0.432
H -1.510 -0.264 0.127
H -0.916 -1.827 -0.058
H -2.305 -1.624 0.591
H -0.176 2.767 -2.539
H -0.014 2.430 -3.888
O 0.508 2.543 -3.133
H -0.823 -0.914 -2.442
H -0.085 0.555 -2.181
O -0.813 -0.147 -1.806

gap between HOMO and LUMO: 10.26 eV
highest occupied orbital energy: -0.499 hartree
total charge: +1

Stability, lowest: 2

## 1
Computed, not measured: one molecule with the formula C2H5BO2, with ωB97M-V with the def2-TZVPD basis set.

Element x y z (Å)
B -1.055 1.713 0.752
O -0.078 0.790 -0.127
C -0.157 -0.535 0.053
C 0.934 -1.195 -0.737
O -1.035 -0.976 0.699
H -0.817 1.284 1.789
H -1.403 2.648 0.355
H 0.739 -0.783 -1.767
H 1.799 -0.699 -0.512
H 1.072 -2.247 -0.506

gap between HOMO and LUMO: 10.30 eV
highest occupied orbital energy: -0.380 hartree
SMILES: BOC(C)=O

## 2
Computed, not measured: a 3-piece molecular cluster, C2H5BO2 overall, with ωB97M-V with the def2-TZVPD basis set.

Element x y z (Å)
B -0.765 0.638 0.196
C 1.427 0.963 -0.362
C 0.655 0.232 0.385
O -1.791 1.082 -0.297
O -0.998 -1.882 0.512
H 2.508 1.094 -0.414
H 0.848 1.727 -0.947
H 1.045 -0.479 1.121
H -1.256 -0.940 -0.401
H -1.673 -2.434 0.205

gap between HOMO and LUMO: 11.35 eV
highest occupied orbital energy: -0.408 hartree

## 3
Computed, not measured: a 2-piece molecular cluster, C2H5BO2 overall, with ωB97M-V with the def2-TZVPD basis set.

Element x y z (Å)
B 0.486 0.447 -0.140
C -2.409 0.497 -0.186
C 1.140 -0.944 -0.011
O -3.122 -0.412 -0.519
O 0.991 1.592 0.153
H -2.879 1.379 0.168
H 2.259 -0.917 0.201
H 0.932 -1.587 -0.829
H 0.653 -1.506 0.815
H 1.949 1.451 0.349

gap between HOMO and LUMO (spin up / spin down): 7.73 / 7.18 eV
highest occupied orbital energy (spin up / spin down): -0.285 / -0.258 hartree

Stability, lowest: 3

## 1
Computed, not measured: C18H9F7NRhS as an isolated structure, with ωB97M-V with the def2-TZVPD basis set.

Element x y z (Å)
Rh 0.206 -0.060 0.156
C 4.453 -0.674 -0.030
C 4.928 0.659 -0.125
C 4.026 1.683 -0.148
C 2.641 1.435 -0.042
N 2.205 0.116 0.091
C 3.105 -0.883 0.059
C 1.612 2.414 -0.038
C 1.816 3.814 0.016
C 0.750 4.681 0.011
C -0.569 4.216 -0.028
C -0.804 2.845 -0.068
C 0.257 1.961 -0.083
H 5.136 -1.510 -0.010
H 5.991 0.848 -0.183
H 4.364 2.706 -0.241
H 2.715 -1.891 0.137
H 2.827 4.198 0.066
H 0.932 5.749 0.044
H -1.399 4.911 -0.040
H -1.830 2.498 -0.117
F -6.135 -0.011 2.672
C -4.824 0.003 2.642
C -4.156 0.026 1.424
F -4.838 0.037 0.290
C -2.782 0.043 1.413
F -2.167 0.079 0.233
C -2.014 0.036 2.586
S -0.298 0.030 2.586
C -2.725 0.019 3.799
F -2.069 0.018 4.942
C -4.103 -0.002 3.830
F -4.747 -0.024 4.987
F -1.423 -2.398 -0.313
C -0.078 -2.096 -0.261
F 0.418 -2.747 0.853
H 0.390 -2.555 -1.138

gap between HOMO and LUMO (spin up / spin down): 6.32 / 5.57 eV
highest occupied orbital energy (spin up / spin down): -0.252 / -0.293 hartree
multiplicity: 5
⟨S²⟩: 6.0152

## 2
Computed, not measured: C18H9F7NRhS as an isolated structure, with ωB97M-V with the def2-TZVPD basis set.

Element x y z (Å)
Rh -0.376 0.461 0.540
C 0.477 -3.845 0.106
C -0.663 -4.286 -0.596
C -1.625 -3.385 -0.947
C -1.474 -2.006 -0.605
N -0.335 -1.605 0.105
C 0.583 -2.498 0.424
C -2.353 -0.995 -0.939
C -3.603 -1.190 -1.651
C -4.232 -0.119 -2.186
C -3.737 1.210 -1.999
C -2.640 1.440 -1.161
C -1.948 0.397 -0.607
H 1.257 -4.529 0.404
H -0.768 -5.330 -0.860
H -2.495 -3.699 -1.504
H 1.444 -2.123 0.966
H -4.019 -2.181 -1.761
H -5.143 -0.260 -2.753
H -4.248 2.036 -2.472
H -2.341 2.454 -0.934
F 5.902 2.382 2.372
C 4.831 2.152 1.616
C 3.753 1.449 2.125
F 3.775 0.995 3.377
C 2.658 1.227 1.315
F 1.631 0.506 1.856
C 2.559 1.680 0.006
S 1.134 1.450 -0.996
C 3.671 2.373 -0.474
F 3.674 2.838 -1.723
C 4.787 2.608 0.308
F 5.826 3.279 -0.187
F -1.972 0.780 2.792
C -1.294 1.625 1.948
F -2.176 2.581 1.551
H -0.518 2.127 2.542

gap between HOMO and LUMO (spin up / spin down): 4.05 / 2.73 eV
highest occupied orbital energy (spin up / spin down): -0.170 / -0.265 hartree
multiplicity: 5
⟨S²⟩: 6.0605

Stability, lowest: 2

## 1
Computed, not measured: an isolated ion of composition C2H5N2S and charge +1, with ωB97M-V with the def2-TZVPD basis set.

Element x y z (Å)
H -1.647 1.426 -0.140
N -0.703 1.579 -0.065
C 0.199 0.731 -0.041
N 0.023 -0.769 -0.144
C 1.676 0.899 0.074
S 2.936 -0.270 0.037
H -0.015 -1.098 -1.031
H -0.814 -1.003 0.427
H 1.067 -1.139 0.202
H 2.060 1.922 0.023

gap between HOMO and LUMO: 7.97 eV
highest occupied orbital energy: -0.538 hartree
total charge: +1
SMILES: [H]/N=C(\[NH3+])C=S

## 2
Computed, not measured: a 2-piece molecular cluster, C2H5N2S overall, with ωB97M-V with the def2-TZVPD basis set.

Element x y z (Å)
C 2.187 0.349 0.059
C 1.013 -0.051 -0.467
N 3.165 0.914 -0.274
N -0.197 0.480 -0.207
S -3.315 -0.547 -0.051
H 1.028 -1.056 -1.046
H -3.383 0.127 -1.130
H -0.442 1.204 0.522
H 4.039 1.090 0.129
H -1.121 0.032 -0.388

gap between HOMO and LUMO (spin up / spin down): 7.78 / 7.26 eV
highest occupied orbital energy (spin up / spin down): -0.525 / -0.502 hartree
total charge: +1

Stability, lowest: 2